(1)
C29H47Cl2FN3O4PrSi | wB97M-V/def2-TZVPD

Output
- Gap between HOMO and LUMO (spin up / spin down): 0.2500 / 0.2504 hartree
- HOMO energy (spin up / spin down): -0.2556 / -0.2560 Ha

Structure (ORCA input):
```
! RIJCOSX wB97M-V def2-TZVPD def2/J DEFGRID3
* xyz 0 3
H -1.263 -1.086 -0.056
H -2.803 -1.095 -0.910
H 3.081 -0.579 3.933
H 2.313 -1.708 -5.372
Cl -0.798 -2.454 -2.849
C 0.524 1.635 -6.614
O -0.621 2.010 1.089
C 1.716 1.586 -4.506
C 0.424 -0.343 -5.205
H -2.897 2.485 -0.531
C -0.704 0.007 4.498
H -1.529 -3.958 -0.060
C 0.061 0.340 -6.390
H 2.224 -3.649 -2.072
H -0.540 -0.202 7.040
C 2.804 0.437 4.233
H -0.563 -5.616 3.481
H 2.662 0.154 -2.612
H 2.401 -2.127 -1.147
N -1.698 0.282 5.348
H -2.622 0.444 -4.275
C -1.354 -5.126 2.903
O -0.748 0.067 3.232
H 0.171 2.215 -7.462
C -0.496 3.216 0.681
H -2.192 -1.325 -4.484
H 4.102 0.448 6.002
H 0.129 -1.396 -5.097
C 2.689 -2.650 -2.062
H 2.690 -3.892 -5.914
H -0.361 2.134 -2.207
C -2.840 3.284 0.226
H -1.019 4.999 -1.526
C 2.448 -2.335 -4.505
H -2.239 5.757 -0.441
C -1.309 5.177 -0.475
C 1.291 0.267 -4.265
H -0.403 -2.766 3.363
Cl 2.901 1.268 0.254
C 3.043 2.301 5.751
H -0.865 1.756 -3.851
H 4.017 -3.838 -4.754
H 2.425 -4.508 -4.303
H -3.286 -0.820 -3.167
C 1.533 2.425 3.873
Pr 0.689 0.154 1.153
H 0.225 -0.285 5.016
H 0.501 3.695 0.670
Si -0.970 -0.367 -2.417
H -2.310 -0.093 7.333
H -1.365 1.385 7.148
C 1.861 1.138 3.546
H -3.574 4.062 -0.007
N -0.821 -4.178 1.923
H -3.047 2.839 1.205
C 2.121 3.040 5.017
H 0.794 2.999 3.302
C -1.067 1.542 -2.785
H -0.493 5.714 0.022
H -1.995 -4.607 3.623
C 1.773 -0.399 -2.961
C 3.395 1.003 5.395
F 3.611 2.866 6.874
H 1.856 4.044 5.329
H -3.090 1.850 5.079
O 0.846 -0.272 -1.818
H -1.938 -5.888 2.388
H 1.777 3.245 -5.874
C 2.925 -3.697 -4.856
N -1.525 3.919 0.241
C -2.395 -0.516 -3.759
H -0.617 -0.130 -7.120
C -3.003 0.768 4.914
C 1.386 2.239 -5.696
C -0.311 -3.001 2.288
C -1.888 -0.478 -0.737
O 0.214 -2.188 1.460
H -3.184 0.509 3.872
C -0.814 -4.562 0.511
H 0.181 -4.396 0.078
H -3.760 0.308 5.560
H 3.782 -2.800 -2.042
H -2.269 0.475 -0.280
C 2.267 -1.846 -3.260
C -1.456 0.345 6.798
H -2.083 1.900 -2.605
H 2.356 2.054 -3.757
H -1.083 -5.611 0.438
*
```

---

(2)
C3H10LuNO4S2Si | wB97M-V/def2-TZVPD

Output
- ΔE to the lowest compared entry with this formula, charge and spin: 3.6413 eV
- Gap between HOMO and LUMO: 0.1060 hartree
- HOMO energy: -0.5830 Ha

Structure (ORCA input):
```
! RIJCOSX wB97M-V def2-TZVPD def2/J DEFGRID3
* xyz 2 1
C -0.492 0.096 1.998
S 1.426 -0.376 -0.853
O 0.830 -4.272 -0.321
H -1.644 1.491 -1.527
S 0.783 -2.974 0.147
O 2.719 -0.189 -0.325
Lu -1.689 0.987 -3.489
H 1.362 2.649 0.005
O 1.594 -2.604 1.232
H 0.410 0.146 2.598
H -1.185 0.812 2.432
N 1.203 -1.979 -1.133
C -1.568 0.524 -0.972
H -0.520 -2.693 0.376
H -2.523 0.326 -0.493
H 0.389 2.733 1.455
H -0.956 -0.878 2.091
H -0.342 3.116 -0.080
O 1.239 0.244 -2.150
H -1.285 -0.288 -1.680
C 0.372 2.461 0.407
Si -0.120 0.669 0.283
*
```

---

(3)
C29H32FN4O5Pt | wB97M-V/def2-TZVPD

Output
- ΔE to the lowest compared entry with this formula, charge and spin: 0.0000 eV
- Gap between HOMO and LUMO (spin up / spin down): 0.2671 / 0.2860 hartree
- HOMO energy (spin up / spin down): -0.3624 / -0.3834 Ha

Structure (ORCA input):
```
! RIJCOSX wB97M-V def2-TZVPD def2/J DEFGRID3
* xyz 1 3
H 0.528 -3.203 -0.401
C -2.362 -0.145 0.908
H 3.450 -1.756 2.978
C -3.879 6.399 -2.156
C -3.755 3.113 -4.061
H 0.889 -1.500 3.529
C -1.644 1.693 -2.924
H -5.360 2.908 -1.408
C -2.880 1.068 -3.157
O -0.426 -1.522 1.354
O -2.450 -2.375 1.649
H -3.533 7.199 -1.491
C -0.648 1.062 -2.123
C -1.453 3.002 -3.387
N -4.305 0.719 -0.219
H -4.895 1.304 -3.854
C -1.796 1.162 1.042
C -3.589 -0.281 0.332
H -6.690 0.263 1.077
C -2.597 2.257 0.479
H 2.077 -3.788 -1.091
H -6.814 7.241 -3.524
H -5.640 -0.650 -0.986
C -5.621 0.420 -0.790
C -4.458 3.068 -0.835
H -5.247 6.527 0.274
C 3.083 -1.400 2.014
C 1.457 -2.911 -0.895
C -1.716 -1.449 1.351
O -0.684 1.414 1.552
H -2.353 4.731 -4.269
C -2.499 3.708 -3.944
O 2.088 -0.386 2.231
F -2.341 5.851 0.038
N -6.193 6.718 -2.910
H -5.702 0.914 -1.758
H -7.486 7.078 -1.265
H 1.628 -2.955 1.667
H -6.368 5.717 -3.062
C -2.095 3.563 0.541
C 1.372 -0.526 3.471
C -6.760 0.810 0.137
H -6.025 8.073 -1.337
H -7.717 0.573 -0.327
H -3.004 0.039 -2.850
H 1.238 -2.396 -1.827
C -4.760 6.964 -3.283
C -0.095 0.439 -1.236
H 0.613 0.250 3.480
N -4.662 5.394 -1.446
Pt 0.843 -0.046 0.426
H -4.029 -1.269 0.290
C -3.954 4.346 -0.783
C -6.418 7.066 -1.468
C -3.807 2.011 -0.180
O 2.179 -1.988 -0.076
H 2.073 -0.386 4.295
H -1.162 3.737 1.062
H 3.900 -0.918 1.477
H -4.612 6.450 -4.222
H -3.003 5.927 -2.589
H -4.633 8.037 -3.407
C -5.674 6.032 -0.608
C -4.884 3.928 -4.398
H -0.487 3.471 -3.256
H 3.272 -3.320 1.072
C 2.521 -2.534 1.196
C -2.787 4.578 -0.047
H -6.363 5.263 -0.262
H -6.744 1.877 0.365
C -3.929 1.772 -3.712
N -5.805 4.610 -4.529
*
```

---

(4)
C5H13N2O | wB97M-V/def2-TZVPD

Output
- ΔE to the lowest compared entry with this formula, charge and spin: 2.1065 eV
- Gap between HOMO and LUMO (spin up / spin down): 0.1889 / 0.3114 hartree
- HOMO energy (spin up / spin down): -0.1670 / -0.2898 Ha

Structure (ORCA input):
```
! RIJCOSX wB97M-V def2-TZVPD def2/J DEFGRID3
* xyz 0 2
C -0.697 -1.367 -1.441
C -1.651 0.325 0.081
O 1.413 -1.046 -0.155
H 2.506 1.777 1.290
H -1.106 1.466 1.798
H 0.985 0.383 0.168
H -1.637 -1.890 -1.280
H 0.349 1.914 -0.149
C 1.462 1.828 1.590
H 1.458 1.232 2.491
C 0.500 -1.899 -0.618
C -0.650 0.740 1.186
H -1.488 0.453 -1.900
H -0.490 -1.485 -2.526
H 0.813 -2.898 -0.899
N 0.552 1.304 0.577
H 1.186 2.842 1.762
H -0.317 -0.118 1.774
H -2.165 -0.557 0.469
N -0.910 0.069 -1.161
H -2.305 1.156 -0.119
*
```

---

(5)
C16H23CuIN2 | wB97M-V/def2-TZVPD

Output
- Gap between HOMO and LUMO (spin up / spin down): 0.2107 / 0.2054 hartree
- HOMO energy (spin up / spin down): -0.2488 / -0.2478 Ha

Structure (ORCA input):
```
! RIJCOSX wB97M-V def2-TZVPD def2/J DEFGRID3
* xyz 0 2
H -0.491 -2.434 2.043
H 2.526 -0.978 1.312
C -1.466 3.241 2.731
H 1.390 -0.366 -1.487
C 2.592 -0.913 0.227
H 4.079 0.129 -1.050
H -2.960 3.040 -3.670
H -1.781 4.126 3.292
C -0.346 -3.229 -0.309
C -2.422 2.357 -2.994
H -1.164 -0.822 -2.767
H 3.867 -2.666 -0.097
H 3.736 0.900 0.515
H -0.805 2.133 4.499
C -1.568 1.922 -0.816
C -0.938 2.137 3.421
C 3.842 -0.066 0.000
C -2.209 2.797 -1.690
H 1.467 0.925 -0.292
C -1.343 2.135 0.614
C -0.251 -2.984 1.073
I -2.889 -1.788 0.649
N -0.854 1.094 1.363
C 2.844 -2.308 -0.358
H 0.854 -2.890 1.222
C -2.076 1.073 -3.481
H -2.591 3.711 -1.236
H -0.196 0.075 3.049
H 0.014 -2.589 -1.120
H 2.175 -3.109 -0.026
H 2.810 -2.284 -1.458
H -2.220 4.043 0.784
H -2.292 0.752 -4.485
C 1.403 -0.177 -0.414
N -1.250 0.692 -1.350
C -1.700 3.276 1.342
H -0.777 -3.899 1.374
H 0.218 -4.120 -0.415
H 4.673 -0.606 0.485
H -1.353 -3.354 -0.698
Cu -0.461 -0.187 0.104
C -0.620 1.004 2.666
C -1.466 0.207 -2.554
*
```

---

(6)
H3NO2Si | wB97M-V/def2-TZVPD

Output
- ΔE to the lowest compared entry with this formula, charge and spin: 0.8311 eV
- Gap between HOMO and LUMO: 0.3777 hartree
- HOMO energy: -0.3899 Ha

Structure (ORCA input):
```
! RIJCOSX wB97M-V def2-TZVPD def2/J DEFGRID3
* xyz 0 1
O -2.294 1.122 -0.242
N -2.044 -0.086 0.053
H 0.186 -1.414 -0.089
H 0.305 0.611 -1.229
O -2.800 -1.015 0.280
H -0.109 1.219 0.889
Si -0.182 0.023 -0.038
*
```

---

The maximum force results, record by record, are as follows: 0.0803 0.0559 0.0139 0.0633 0.1279 0.0464 hartree/bohr.